1.
{"formula": "C25H32HgN5Sb", "method": "ωB97M-V/def2-TZVPD", "elements": ["Hg", "C", "N", "C", "C", "C", "C", "C", "N", "C", "C", "C", "C", "C", "C", "H", "H", "H", "H", "H", "H", "H", "H", "H", "H", "H", "C", "C", "C", "Sb", "C", "C", "C", "C", "C", "C", "H", "H", "H", "H", "H", "H", "H", "H", "H", "H", "H", "H", "H", "H", "H", "H", "H", "H", "H", "H", "H", "N", "C", "C", "C", "N", "C", "N"], "positions_angstrom": [[1.339, 0.745, -0.281], [0.850, 0.868, 3.157], [1.841, 0.855, 2.108], [3.084, 0.988, 2.385], [4.113, 0.932, 1.407], [5.503, 1.008, 1.589], [6.067, 0.845, 0.323], [4.992, 0.674, -0.563], [3.836, 0.723, 0.102], [-0.155, 1.977, 2.949], [-0.283, 3.005, 3.873], [-1.201, 4.027, 3.671], [-1.996, 4.035, 2.537], [-1.883, 3.007, 1.611], [-0.974, 1.982, 1.823], [1.316, 0.977, 4.148], [0.326, -0.095, 3.128], [3.417, 1.126, 3.424], [6.018, 1.152, 2.527], [7.115, 0.855, 0.067], [5.020, 0.512, -1.630], [0.332, 3.009, 4.766], [-1.292, 4.818, 4.405], [-2.699, 4.840, 2.369], [-2.510, 3.006, 0.729], [-0.898, 1.168, 1.111], [-0.555, -5.178, 0.187], [-0.716, -4.379, -1.103], [-2.095, -4.628, -1.700], [-0.200, -2.219, -0.734], [-2.248, -1.407, -0.743], [-2.754, -1.372, 0.695], [-2.286, -0.024, -1.380], [0.363, -1.745, -2.804], [1.839, -2.081, -2.989], [-0.493, -2.413, -3.868], [-0.727, -6.243, 0.000], [-1.284, -4.853, 0.932], [0.444, -5.059, 0.609], [0.052, -4.705, -1.811], [-2.871, -4.449, -0.954], [-2.177, -5.671, -2.024], [-2.292, -3.994, -2.562], [-2.868, -2.088, -1.330], [-2.173, -0.656, 1.280], [-2.664, -2.350, 1.174], [-3.803, -1.066, 0.737], [-1.598, 0.665, -0.885], [-3.291, 0.402, -1.308], [-2.014, -0.065, -2.436], [0.242, -0.660, -2.879], [2.016, -3.152, -2.858], [2.454, -1.541, -2.264], [2.173, -1.802, -3.992], [-0.358, -3.496, -3.854], [-0.201, -2.052, -4.859], [-1.552, -2.185, -3.733], [0.091, 2.840, -1.386], [-0.550, 3.720, -0.978], [-1.355, 4.773, -0.567], [-2.743, 4.563, -0.488], [-3.884, 4.381, -0.429], [-0.814, 6.048, -0.316], [-0.388, 7.103, -0.117]], "mulliken_spin": [0.88, 0.00, 0.02, 0.00, 0.01, 0.00, 0.00, -0.01, 0.01, 0.02, 0.00, 0.00, 0.00, 0.00, 0.07, 0.00, 0.00, 0.00, 0.00, 0.00, 0.00, 0.00, 0.00, 0.00, 0.00, -0.07, 0.00, 0.07, 0.00, -0.16, -0.03, 0.01, 0.06, 0.04, 0.00, 0.00, 0.00, 0.00, 0.00, 0.00, 0.00, 0.00, 0.00, 0.00, -0.01, 0.00, 0.00, 0.00, 0.00, 0.01, 0.02, 0.00, 0.01, -0.01, 0.00, 0.00, 0.00, -0.01, 0.01, 0.00, 0.00, 0.00, 0.00, 0.00], "multiplicity": 2, "lumo_ha": [0.0929, 0.0462], "homo_lumo_gap_ev": [6.88, 6.35], "total_charge": -1, "largest_force_ev_per_a": 1.42, "s2": 0.76}

---

2.
{"formula": "C25H32MnN5OP2", "method": "ωB97M-V/def2-TZVPD", "elements": ["Mn", "C", "P", "C", "N", "C", "C", "C", "C", "C", "C", "N", "C", "P", "C", "C", "C", "C", "C", "C", "C", "C", "C", "H", "H", "H", "H", "H", "H", "H", "H", "H", "H", "H", "H", "H", "H", "H", "H", "H", "H", "H", "H", "H", "H", "H", "H", "H", "H", "H", "H", "N", "C", "C", "C", "C", "N", "C", "C", "H", "H", "H", "H", "O", "C", "N"], "positions_angstrom": [[-0.406, 0.811, 1.442], [-1.165, -2.679, 0.350], [-1.373, -0.907, -0.017], [-0.388, -0.731, -1.568], [-0.789, -1.443, -2.592], [-0.114, -1.317, -3.759], [-0.526, -2.067, -4.888], [0.146, -1.924, -6.063], [1.251, -1.035, -6.169], [1.668, -0.306, -5.098], [0.986, -0.438, -3.862], [1.403, 0.274, -2.788], [0.750, 0.131, -1.660], [1.415, 1.086, -0.221], [1.391, 2.788, -0.858], [3.190, 0.587, -0.066], [4.070, 1.190, -1.161], [3.259, -0.941, -0.093], [3.660, 1.099, 1.302], [-3.155, -0.657, -0.455], [-3.763, -1.821, -1.234], [-3.261, 0.643, -1.256], [-3.879, -0.495, 0.889], [-1.360, -3.261, -0.550], [-1.852, -2.982, 1.140], [-0.146, -2.870, 0.687], [-1.370, -2.735, -4.787], [-0.162, -2.489, -6.932], [1.764, -0.943, -7.117], [2.506, 0.374, -5.157], [1.856, 2.820, -1.842], [1.917, 3.452, -0.172], [0.355, 3.121, -0.920], [3.715, 0.933, -2.158], [5.081, 0.794, -1.041], [4.131, 2.275, -1.079], [3.069, -1.338, -1.091], [2.544, -1.395, 0.601], [4.258, -1.259, 0.213], [3.457, 2.163, 1.446], [4.739, 0.959, 1.390], [3.188, 0.544, 2.113], [-3.261, -1.989, -2.185], [-4.811, -1.582, -1.432], [-3.745, -2.750, -0.662], [-2.814, 0.536, -2.246], [-2.791, 1.486, -0.745], [-4.317, 0.888, -1.393], [-3.817, -1.396, 1.504], [-4.937, -0.300, 0.700], [-3.489, 0.353, 1.458], [-0.113, 0.248, 8.918], [-0.143, 0.281, 7.771], [-0.177, 0.318, 6.329], [0.980, 0.084, 5.597], [0.901, 0.129, 4.220], [-0.237, 0.389, 3.568], [-1.347, 0.618, 4.282], [-1.365, 0.588, 5.662], [1.919, -0.129, 6.087], [1.776, -0.056, 3.615], [-2.245, 0.850, 3.724], [-2.280, 0.779, 6.203], [-2.445, 4.601, 1.298], [-1.917, 3.555, 1.368], [-1.382, 2.486, 1.439]], "mulliken_spin": [4.75, 0.01, 0.03, -0.04, 0.00, 0.00, 0.00, 0.00, 0.00, 0.00, 0.00, 0.00, -0.05, 0.05, 0.03, -0.02, 0.00, 0.02, 0.02, -0.01, 0.00, 0.02, 0.03, 0.00, 0.00, 0.00, 0.00, 0.00, 0.00, 0.00, 0.00, 0.00, 0.00, 0.00, 0.00, 0.00, 0.00, 0.00, 0.00, 0.00, 0.00, -0.01, 0.00, 0.00, 0.00, 0.00, 0.00, 0.00, 0.00, 0.00, 0.00, 0.00, 0.00, 0.00, -0.01, 0.02, 0.03, 0.01, 0.01, 0.00, 0.00, 0.00, 0.00, 0.05, 0.07, 0.00], "multiplicity": 6, "lumo_ha": [-0.1313, -0.1376], "homo_lumo_gap_ev": [7.80, 8.34], "total_charge": 1, "largest_force_ev_per_a": 0.59, "s2": 8.76}

---

3.
{"formula": "C25H32N5O5ReSSi", "method": "ωB97M-V/def2-TZVPD", "elements": ["Re", "O", "C", "C", "O", "O", "C", "C", "C", "C", "C", "C", "C", "C", "C", "C", "C", "C", "H", "H", "H", "H", "H", "H", "H", "H", "H", "H", "H", "C", "Si", "C", "C", "O", "H", "H", "H", "H", "H", "H", "H", "H", "H", "O", "N", "C", "C", "N", "C", "N", "C", "C", "N", "C", "S", "N", "C", "C", "H", "H", "H", "H", "H", "H", "H", "H", "H", "H", "H", "H"], "positions_angstrom": [[-0.177, 0.216, 0.757], [-1.790, 1.067, -0.389], [-3.049, 0.266, -0.326], [-2.674, -1.127, 0.229], [-3.507, -1.958, 0.434], [-1.371, -1.332, 0.442], [-4.010, 0.995, 0.593], [-3.702, 2.227, 1.156], [-4.645, 2.889, 1.932], [-5.888, 2.321, 2.159], [-6.192, 1.086, 1.601], [-5.262, 0.427, 0.815], [-3.550, 0.172, -1.758], [-4.096, 1.318, -2.338], [-4.475, 1.309, -3.669], [-4.322, 0.154, -4.426], [-3.786, -0.987, -3.850], [-3.395, -0.981, -2.519], [-1.600, 1.185, -1.335], [-2.745, 2.694, 0.968], [-4.405, 3.858, 2.350], [-6.622, 2.841, 2.760], [-7.163, 0.639, 1.765], [-5.507, -0.527, 0.368], [-4.237, 2.211, -1.741], [-4.900, 2.198, -4.114], [-4.628, 0.144, -5.463], [-3.674, -1.889, -4.436], [-2.992, -1.885, -2.081], [4.113, -1.034, 0.655], [2.800, -1.245, 1.953], [2.477, -3.025, 2.368], [3.154, -0.226, 3.475], [1.378, -0.612, 1.299], [5.093, -1.284, 1.069], [4.167, -0.006, 0.292], [3.945, -1.687, -0.202], [3.287, -3.423, 2.983], [2.412, -3.639, 1.469], [1.547, -3.145, 2.925], [4.032, -0.604, 4.002], [2.315, -0.252, 4.174], [3.353, 0.816, 3.212], [0.887, 1.810, 0.252], [1.987, 2.244, 0.868], [2.780, 2.939, 0.131], [2.529, 3.172, -1.261], [2.318, 3.337, -2.376], [3.939, 3.480, 0.775], [4.854, 3.923, 1.307], [1.115, 4.008, 4.735], [1.662, 2.604, 4.528], [0.841, 1.794, 3.629], [-0.278, 1.182, 3.965], [-1.210, 0.206, 2.858], [-0.725, 1.238, 5.213], [-1.929, 0.579, 5.736], [-3.185, 1.407, 5.536], [1.766, 4.561, 5.409], [0.112, 4.005, 5.162], [1.072, 4.544, 3.787], [1.793, 2.067, 5.472], [2.650, 2.645, 4.070], [1.194, 1.705, 2.686], [-0.221, 1.833, 5.853], [-1.734, 0.397, 6.792], [-2.014, -0.398, 5.262], [-3.088, 2.385, 6.009], [-4.036, 0.897, 5.986], [-3.397, 1.553, 4.477]], "mulliken_spin": [2.68, -0.05, 0.03, -0.04, 0.02, 0.03, -0.02, 0.02, 0.00, 0.00, 0.00, 0.00, 0.01, 0.00, 0.00, 0.00, 0.00, 0.00, 0.00, 0.00, 0.00, 0.00, 0.00, 0.00, 0.00, 0.00, 0.00, 0.00, 0.00, 0.01, -0.01, 0.01, 0.01, 0.19, 0.00, 0.00, 0.00, 0.00, 0.00, 0.00, 0.00, 0.00, 0.00, -0.02, -0.01, 0.04, 0.00, 0.02, 0.00, 0.02, 0.00, 0.00, 0.02, 0.02, 0.02, 0.01, 0.00, 0.00, 0.00, 0.00, 0.00, 0.00, 0.00, 0.00, 0.00, 0.00, 0.01, 0.00, 0.00, 0.00], "multiplicity": 4, "lumo_ha": [-0.1557, -0.1610], "homo_lumo_gap_ev": [7.45, 7.45], "total_charge": 1, "largest_force_ev_per_a": 0.68, "s2": 3.77}